[1]
80
Properties=species:S:1:pos:R:3 method="wB97M-V/def2-TZVPD" energy_ev=-86263.5496 orbital_gap_ev=6.346 max_force_ev_per_a=0.29 e_above_lowest_ev=0.000 lumo_ev=-4.28 charge=+1 homo_ev=-10.63
W 0.43 0.67 0.19
O 1.22 2.43 0.07
C 0.13 2.84 -0.66
C 0.31 3.50 -1.90
C -0.78 3.80 -2.66
C -2.07 3.41 -2.25
C -2.25 2.76 -1.06
C -1.16 2.50 -0.19
C -1.37 1.59 0.95
N -0.47 1.48 1.95
N -0.80 0.47 2.89
C -0.48 -0.71 2.50
O -0.01 -0.92 1.26
C -0.63 -1.88 3.38
C -0.44 -3.16 2.87
C -0.55 -4.26 3.70
C -0.84 -4.09 5.05
C -1.03 -2.81 5.56
C -0.93 -1.71 4.73
H 1.32 3.77 -2.19
H -0.65 4.32 -3.60
H -2.92 3.63 -2.87
H -3.24 2.45 -0.75
H -2.30 1.03 0.96
H -0.21 -3.29 1.82
H -0.41 -5.26 3.30
H -0.93 -4.95 5.70
H -1.27 -2.67 6.61
H -1.07 -0.71 5.11
I -3.15 -1.73 -2.76
C -1.09 -1.70 -2.98
C -0.48 -2.39 -4.04
C 0.87 -2.35 -4.24
I 1.69 -3.38 -5.85
C 1.70 -1.61 -3.35
C 3.10 -1.47 -3.43
C 3.77 -0.71 -2.51
C 3.07 -0.11 -1.47
N 1.75 -0.24 -1.33
C 1.07 -0.96 -2.27
C -0.33 -0.97 -2.09
O -0.81 -0.29 -1.06
H -1.11 -2.95 -4.72
H 3.63 -1.96 -4.24
H 4.84 -0.58 -2.56
H 3.58 0.49 -0.73
F 3.01 -5.21 4.18
C 2.95 -3.95 3.75
C 2.74 -2.94 4.67
C 2.67 -1.63 4.22
C 2.79 -1.35 2.86
C 2.98 -2.39 1.96
C 3.08 -3.70 2.40
Sb 2.53 0.61 2.14
C 2.55 1.78 3.89
C 1.40 2.09 4.61
C 1.48 2.82 5.79
C 2.73 3.23 6.23
F 2.81 3.94 7.36
C 3.89 2.95 5.53
C 3.79 2.22 4.36
C 4.45 1.07 1.40
C 4.68 2.34 0.86
C 5.92 2.67 0.33
C 6.92 1.71 0.35
F 8.11 2.02 -0.17
C 6.73 0.45 0.88
C 5.48 0.14 1.41
H 2.64 -3.19 5.72
H 2.50 -0.84 4.94
H 3.05 -2.19 0.89
H 3.23 -4.52 1.71
H 0.43 1.75 4.27
H 0.60 3.06 6.37
H 4.84 3.29 5.91
H 4.70 1.99 3.81
H 3.89 3.08 0.85
H 6.12 3.65 -0.09
H 7.54 -0.26 0.88
H 5.33 -0.85 1.83


[2]
82
Properties=species:S:1:pos:R:3 method="wB97M-V/def2-TZVPD" energy_ev=-117224.2951 orbital_gap_ev=6.656 max_force_ev_per_a=0.98 e_above_lowest_ev=0.281 lumo_ev=-0.83 charge=0 homo_ev=-7.48
Al -0.56 0.57 0.02
S -0.27 2.31 1.56
P 1.48 1.29 1.72
C 1.37 0.16 0.41
P 2.53 -1.13 0.15
S 1.92 -2.62 -0.97
C 3.15 -1.81 1.74
C 2.62 -3.01 2.22
C 3.06 -3.53 3.43
C 4.03 -2.86 4.17
C 4.55 -1.66 3.69
C 4.11 -1.14 2.49
C 4.10 -0.46 -0.50
C 4.27 0.88 -0.80
C 5.51 1.36 -1.19
C 6.58 0.48 -1.32
C 6.40 -0.87 -1.08
C 5.17 -1.35 -0.67
C 2.80 2.55 1.67
C 3.91 2.51 2.51
C 4.89 3.49 2.42
C 4.77 4.50 1.48
C 3.68 4.54 0.63
C 2.69 3.57 0.73
C 1.49 0.78 3.48
C 1.29 -0.54 3.87
C 1.19 -0.87 5.22
C 1.25 0.13 6.18
C 1.39 1.46 5.79
C 1.51 1.78 4.45
H 1.89 -3.53 1.63
H 2.65 -4.46 3.80
H 4.39 -3.27 5.10
H 5.30 -1.14 4.27
H 4.53 -0.21 2.11
H 3.42 1.55 -0.73
H 5.64 2.41 -1.40
H 7.56 0.86 -1.61
H 7.23 -1.56 -1.22
H 5.02 -2.40 -0.48
H 4.01 1.71 3.23
H 5.75 3.46 3.08
H 5.54 5.26 1.41
H 3.59 5.33 -0.10
H 1.84 3.59 0.06
H 1.21 -1.31 3.12
H 1.07 -1.90 5.51
H 1.17 -0.12 7.23
H 1.39 2.25 6.54
H 1.62 2.81 4.15
C -1.90 -1.85 3.25
C -1.93 -3.09 2.63
C -1.78 -3.16 1.26
C -1.54 -2.00 0.54
N -1.41 -0.81 1.17
C -1.64 -0.74 2.48
C -1.35 -1.96 -0.92
C -1.74 -2.99 -1.76
C -1.47 -2.89 -3.11
C -0.82 -1.77 -3.58
C -0.51 -0.76 -2.69
N -0.80 -0.84 -1.39
H -2.04 -1.75 4.32
H -2.08 -3.99 3.21
H -1.83 -4.11 0.75
H -1.58 0.26 2.91
H -2.25 -3.86 -1.36
H -1.76 -3.69 -3.78
H -0.55 -1.67 -4.62
H 0.00 0.13 -3.02
F -1.62 5.03 -4.90
C -1.89 4.11 -3.98
C -3.20 3.69 -3.77
F -4.17 4.20 -4.52
C -3.49 2.77 -2.78
F -4.76 2.40 -2.61
C -2.50 2.22 -1.97
S -2.84 1.15 -0.66
C -1.20 2.62 -2.26
F -0.19 2.04 -1.54
C -0.88 3.56 -3.21
F 0.39 3.94 -3.40


[3]
85
Properties=species:S:1:pos:R:3 method="wB97M-V/def2-TZVPD" energy_ev=-189341.4373 orbital_gap_ev=6.551 max_force_ev_per_a=0.43 e_above_lowest_ev=0.000 lumo_ev=1.66 charge=-1 homo_ev=-4.89
Ca 0.47 -0.74 -1.51
N 3.52 -3.80 -2.97
C 3.01 -2.75 -2.27
S 2.78 -1.27 -3.09
N 2.84 -3.03 -0.98
N 2.11 -2.13 -0.30
C 2.13 -2.20 0.99
C 3.00 -3.16 1.72
C 4.15 -2.72 2.37
C 4.96 -3.62 3.06
C 4.61 -4.96 3.11
C 3.47 -5.41 2.46
C 2.67 -4.51 1.77
C 1.19 -1.36 1.73
C 1.27 -1.20 3.12
C 0.34 -0.41 3.77
C -0.66 0.20 3.03
C -0.69 -0.02 1.67
N 0.20 -0.77 1.03
H 3.50 -3.73 -3.98
H 3.40 -4.71 -2.56
H 4.43 -1.68 2.33
H 5.85 -3.27 3.56
H 5.24 -5.67 3.65
H 3.20 -6.46 2.49
H 1.78 -4.85 1.25
H 2.06 -1.69 3.67
H 0.40 -0.27 4.84
H -1.42 0.82 3.50
H -1.47 0.41 1.05
Br -0.56 11.97 3.49
C -0.74 10.34 2.52
C 0.03 9.25 2.89
C -0.09 8.06 2.19
C -0.99 7.97 1.11
C -1.76 9.08 0.78
C -1.64 10.27 1.47
N -1.20 6.80 0.35
N -0.32 5.91 0.51
C -0.46 4.75 -0.20
C -1.54 4.46 -1.05
C -1.65 3.26 -1.72
C -0.68 2.24 -1.59
O -0.76 1.12 -2.16
C 0.47 2.54 -0.73
N 1.40 1.57 -0.63
C 2.45 1.76 0.13
C 2.64 2.95 0.86
C 1.71 3.94 0.78
C 0.57 3.77 -0.04
H 0.72 9.33 3.72
H 0.49 7.20 2.46
H -2.46 8.99 -0.04
H -2.23 11.13 1.21
H -2.31 5.21 -1.16
H -2.50 3.07 -2.36
H 3.18 0.96 0.17
H 3.52 3.06 1.48
H 1.82 4.87 1.32
O -0.64 -2.51 -1.98
C -1.83 -3.17 -2.08
C -1.62 -4.63 -1.68
C -0.52 -5.12 -1.05
C -0.63 -6.50 -0.74
C -1.82 -7.04 -1.13
S -2.77 -5.88 -1.96
C -2.81 -2.49 -1.13
C -3.34 -1.24 -1.29
C -4.01 -0.76 -0.13
C -3.98 -1.66 0.90
S -3.15 -3.10 0.45
C -2.36 -3.11 -3.50
C -3.62 -3.23 -3.99
C -3.67 -3.20 -5.42
C -2.43 -3.06 -5.96
S -1.21 -2.93 -4.76
H 0.33 -4.48 -0.83
H 0.13 -7.07 -0.22
H -2.16 -8.05 -1.02
H -3.20 -0.66 -2.19
H -4.49 0.20 -0.06
H -4.42 -1.57 1.88
H -4.49 -3.33 -3.36
H -4.57 -3.28 -6.00
H -2.18 -2.99 -7.01


[4]
84
Properties=species:S:1:pos:R:3 method="wB97M-V/def2-TZVPD" energy_ev=-167947.8978 orbital_gap_ev="5.835 / 8.149" max_force_ev_per_a=2.23 e_above_lowest_ev=3.105 lumo_ev="-0.10 / -0.10" spin_multiplicity=5 charge=0 homo_ev="-5.93 / -8.25" s_squared=6.176
Fe -0.39 0.70 0.35
O 1.16 0.06 -0.88
C 1.51 0.16 0.28
C 2.37 0.18 1.34
C 3.79 0.23 1.28
C 4.49 0.43 2.44
C 3.85 0.54 3.68
C 2.47 0.40 3.78
C 1.73 0.21 2.64
P -0.04 -0.17 2.45
C 0.11 -1.99 2.23
C -0.45 -2.53 0.94
C -0.44 -4.07 0.82
C 0.36 -4.82 1.82
C 0.89 -4.21 2.88
C 0.73 -2.79 3.11
C -0.69 0.02 4.15
C -0.71 1.32 4.66
C -1.16 1.56 5.94
C -1.59 0.50 6.73
C -1.60 -0.78 6.22
C -1.17 -1.02 4.92
H 4.28 0.16 0.32
H 5.57 0.50 2.40
H 4.44 0.73 4.57
H 1.99 0.43 4.74
H 0.00 -2.01 0.08
H -0.20 -4.40 -0.20
H 0.50 -5.88 1.65
H 1.46 -4.78 3.61
H 1.12 -2.39 4.03
H -0.37 2.14 4.04
H -1.18 2.56 6.32
H -1.92 0.68 7.75
H -1.94 -1.61 6.83
H -1.21 -2.03 4.53
C 1.58 4.22 1.11
C 0.26 3.88 0.39
O 0.12 2.59 0.09
C -0.97 4.26 1.26
F -2.02 3.49 0.92
F -1.36 5.53 1.18
F -0.75 4.02 2.56
C 0.20 4.72 -0.92
F 1.06 4.24 -1.82
F 0.53 6.01 -0.74
F -1.00 4.71 -1.49
H 1.70 3.55 1.95
H 1.60 5.26 1.44
H 2.39 4.04 0.41
C -7.15 0.39 0.68
C -6.23 -0.14 1.57
C -4.89 -0.19 1.24
C -4.44 0.27 0.00
C -5.37 0.83 -0.87
C -6.72 0.89 -0.53
As -2.53 0.03 -0.47
C -2.59 -1.96 -0.36
C -3.10 -2.78 -1.29
C -3.20 -4.22 -1.11
C -2.73 -4.82 -0.01
C -1.99 -4.07 1.02
C -2.00 -2.52 0.90
C -2.57 0.53 -2.37
C -1.71 1.57 -2.71
C -1.69 2.10 -3.99
C -2.52 1.57 -4.96
C -3.38 0.54 -4.64
C -3.42 0.03 -3.36
H -8.20 0.40 0.93
H -6.56 -0.52 2.53
H -4.17 -0.59 1.95
H -5.05 1.24 -1.82
H -7.43 1.32 -1.23
H -3.50 -2.38 -2.21
H -3.70 -4.78 -1.88
H -2.81 -5.88 0.14
H -2.26 -4.42 2.03
H -2.43 -2.00 1.77
H -1.04 1.97 -1.95
H -1.03 2.92 -4.22
H -2.50 1.97 -5.96
H -4.04 0.12 -5.40
H -4.13 -0.75 -3.12


[5]
85
Properties=species:S:1:pos:R:3 method="wB97M-V/def2-TZVPD" energy_ev=-210782.5947 orbital_gap_ev="5.906 / 6.974" max_force_ev_per_a=0.59 e_above_lowest_ev=0.000 lumo_ev="2.12 / 2.12" spin_multiplicity=2 charge=-1 homo_ev="-3.78 / -4.85" s_squared=0.753
Pd -1.39 1.72 0.03
C -1.31 1.52 3.75
O -0.21 1.50 2.85
C 1.01 1.25 3.34
C 1.34 1.15 4.67
C 2.66 0.88 5.03
Br 3.09 0.74 6.88
C 3.64 0.70 4.10
C 3.32 0.78 2.74
C 2.01 1.05 2.35
O 1.59 1.08 1.08
C 4.34 0.58 1.71
N 4.13 0.66 0.42
C 5.35 0.41 -0.18
C 5.69 0.37 -1.53
C 7.01 0.08 -1.85
C 7.97 -0.17 -0.86
C 7.64 -0.13 0.49
C 6.32 0.16 0.80
N 5.65 0.27 2.00
H -1.43 0.53 4.21
H -2.17 1.78 3.15
H -1.17 2.28 4.53
H 0.59 1.26 5.44
H 4.65 0.50 4.43
H 2.37 0.96 0.48
H 4.95 0.56 -2.29
H 7.30 0.04 -2.89
H 8.98 -0.39 -1.15
H 8.38 -0.32 1.25
H 6.03 0.16 2.92
N 0.04 1.53 -1.83
C -0.05 1.42 -2.97
C -0.19 1.27 -4.38
C -0.94 2.21 -5.10
C -1.09 2.07 -6.46
C -0.49 1.00 -7.13
C 0.25 0.07 -6.41
C 0.40 0.20 -5.04
H -1.40 3.03 -4.56
H -1.67 2.79 -7.02
H -0.61 0.90 -8.20
H 0.71 -0.77 -6.93
H 0.96 -0.53 -4.47
C -6.75 -1.42 -0.02
C -5.88 -2.42 -0.40
C -4.51 -2.21 -0.34
C -3.98 -0.99 0.09
C -4.88 0.01 0.46
C -6.25 -0.20 0.41
Ge -2.04 -0.63 0.23
C -1.61 -1.46 1.99
C -2.59 -1.84 2.90
C -2.27 -2.33 4.16
C -0.94 -2.46 4.53
C 0.06 -2.11 3.64
C -0.27 -1.61 2.38
C -1.29 -1.88 -1.13
C -0.47 -2.97 -0.84
C 0.02 -3.79 -1.85
C -0.30 -3.54 -3.17
C -1.12 -2.46 -3.48
C -1.59 -1.64 -2.47
H -7.82 -1.58 -0.06
H -6.27 -3.38 -0.74
H -3.83 -3.01 -0.64
H -4.48 0.97 0.78
H -6.93 0.60 0.71
H -3.64 -1.74 2.62
H -3.06 -2.61 4.85
H -0.68 -2.84 5.51
H 1.10 -2.20 3.92
H 0.51 -1.31 1.70
H -0.23 -3.20 0.19
H 0.66 -4.64 -1.59
H 0.08 -4.19 -3.96
H -1.38 -2.26 -4.51
H -2.22 -0.79 -2.72
Cl -3.30 3.72 -1.87
C -3.17 4.72 -0.40
Cl -2.59 6.35 -0.80
C -2.25 3.98 0.61
O -2.88 3.34 1.48
O -1.01 4.05 0.43
H -4.17 4.82 0.01